Density functional theory data (wB97M-V/def2-TZVPD) for C4H3CrLi2O2 as an isolated structure.

Structure (XYZ):
```
12
Properties=species:S:1:pos:R:3:forces:R:3
C 0.07854 0.05168 0.69724 3.7 1.7 -0.5
O -0.70263 -0.73044 1.41138 -1.5 0.1 -2.0
Li -1.32525 3.18714 -1.46474 0.3 0.3 0.0
Li -0.97612 0.56668 2.90152 0.0 0.1 -0.1
H 0.87210 0.65512 -0.24348 -1.0 -3.0 0.2
C 0.24182 1.43791 0.89042 -2.1 1.1 2.2
C -0.91083 2.17130 1.50437 0.3 -0.1 -0.4
C -2.01390 2.40789 0.76481 0.1 0.8 1.1
O -2.20814 1.99676 -0.55217 0.0 -0.9 -1.2
Cr -1.88947 0.13421 -0.33205 0.3 0.4 1.4
H 1.24203 1.74687 1.21907 0.0 0.2 -0.8
H -2.80680 3.09522 1.08787 -0.1 -0.7 0.1
```
Forces are in eV/Å.

Output
Charge: +1
Spin multiplicity: 5
LUMO energy (spin up / spin down) in eV: -5.12 / -4.77

Density functional theory data (wB97M-V/def2-TZVPD) for C22H37ClMnNP as an isolated structure.

Structure (XYZ):
```
63
Properties=species:S:1:pos:R:3:forces:R:3
C -4.32981 0.20700 -0.06302 0.2 0.9 0.1
C -4.44596 0.53098 -1.44445 0.7 -0.2 0.6
C -4.06510 1.89454 -1.61164 0.4 0.4 1.0
H -4.72808 -0.15381 -2.23935 0.0 0.1 0.2
C -3.74212 2.42744 -0.32901 -0.2 -0.5 -0.6
C -3.90727 1.37993 0.63178 -0.3 -0.5 -0.9
H -3.73784 1.45265 1.70700 -0.1 0.0 -0.3
H -4.51238 -0.76798 0.38276 0.0 0.2 -0.1
H -4.05165 2.43804 -2.55398 -0.1 0.0 0.2
H -3.44090 3.45465 -0.11608 -0.1 -0.3 -0.1
Mn -0.90448 -0.41596 -1.96373 -2.0 -0.6 -0.3
Cl -2.31870 -2.07262 -1.61856 0.2 -0.5 0.3
C -0.00014 -0.71332 -3.84930 0.0 0.9 -0.5
C 0.11922 0.67121 -3.40205 -0.7 -0.3 -0.7
C -1.21040 1.23885 -3.43783 0.7 0.0 -1.1
H 1.03290 1.21394 -3.18887 -0.3 -0.2 0.1
C -2.08841 0.28739 -4.03841 0.6 0.4 0.6
C -1.36577 -0.90999 -4.26215 0.7 0.5 0.4
H -1.76203 -1.84111 -4.66357 0.1 0.3 0.3
H 0.82189 -1.40974 -4.00012 -0.3 0.2 0.1
H -1.43822 2.26763 -3.16806 -0.1 -0.4 0.0
H -3.13216 0.47903 -4.28783 0.3 -0.3 0.5
C 2.88555 0.13547 -1.24320 -0.2 -0.1 -0.2
C 2.55703 0.58697 0.18799 0.6 -0.3 0.6
C 3.76410 0.25970 1.08944 0.3 0.2 0.0
C 2.32565 2.10813 0.15570 0.0 0.1 -0.1
P 0.97868 -0.26418 0.77927 -1.6 0.0 -2.2
N -0.00693 -0.12984 -0.53051 0.5 0.2 1.0
C 1.13775 -2.12674 1.05443 0.5 -0.1 0.7
C 1.99786 -2.41604 2.29865 0.2 -0.2 0.1
C -0.24019 -2.79657 1.22934 -0.2 0.2 -0.1
C 1.78264 -2.75745 -0.19397 0.1 0.0 -0.1
C 0.08768 0.69457 2.12100 0.3 0.1 0.4
C -0.52957 1.98130 1.54795 0.0 0.2 -0.3
C -1.07737 -0.12271 2.69223 -0.1 -0.3 0.1
C 1.08026 1.01774 3.24918 0.0 0.1 0.3
H 3.71599 0.74439 -1.63330 -0.2 -0.1 0.2
H 2.01026 0.27612 -1.88521 0.4 -0.1 0.2
H 3.18345 -0.91460 -1.29842 0.0 0.3 0.0
H 4.61050 0.88863 0.76742 -0.2 -0.2 0.1
H 3.58896 0.48661 2.15120 0.0 -0.2 -0.3
H 4.09564 -0.78376 0.97955 -0.2 0.3 0.1
H 1.40350 2.36119 -0.38303 0.2 -0.1 0.2
H 2.30685 2.55489 1.15753 -0.1 -0.1 -0.3
H 3.15972 2.58257 -0.38308 -0.1 -0.2 0.1
H 1.50532 -2.09737 3.22751 0.1 0.0 -0.3
H 2.15477 -3.50375 2.37030 -0.1 0.3 0.0
H 2.98860 -1.94891 2.24984 -0.3 -0.1 0.1
H -0.94734 -2.44609 0.46441 0.1 -0.2 0.3
H -0.12061 -3.88430 1.10289 0.1 0.3 0.0
H -0.66354 -2.64625 2.22637 0.1 0.0 -0.3
H 1.70131 -3.85386 -0.11713 0.0 0.4 0.1
H 1.24789 -2.44893 -1.10509 0.2 -0.1 0.2
H 2.85013 -2.51945 -0.27817 -0.3 0.0 0.0
H -1.05853 1.76729 0.61409 -0.1 0.1 0.2
H -1.27102 2.37505 2.25880 0.2 -0.2 -0.1
H 0.20645 2.76822 1.36349 -0.2 -0.2 0.1
H -0.74512 -1.04211 3.18554 0.0 0.3 -0.1
H -1.58179 0.48612 3.45966 0.2 -0.1 -0.3
H -1.81189 -0.36401 1.91282 0.1 0.0 0.2
H 1.59234 0.12352 3.62852 -0.1 0.2 -0.1
H 1.82934 1.76206 2.95692 -0.1 -0.2 0.0
H 0.51310 1.44765 4.08555 0.1 -0.1 -0.1
```
Forces are in eV/Å.

Output
Charge: 0
Spin multiplicity: 4
LUMO energy (spin up / spin down) in eV: -1.95 / -1.22

Density functional theory data (wB97M-V/def2-TZVPD) for a 9-piece molecular cluster, C18H54O18 overall.

Structure (XYZ):
```
90
Properties=species:S:1:pos:R:3:forces:R:3
C -3.85110 -2.85808 -3.35999 1.3 -4.3 0.8
C -3.21010 -1.50908 -3.52799 -0.1 -2.4 7.7
O -1.88310 -1.51408 -3.10499 0.7 -3.9 -10.4
O -5.18810 -2.74008 -3.61399 -4.4 -2.0 -0.9
H -3.67310 -3.29908 -2.25199 -0.1 1.2 -2.1
H -3.48610 -3.72308 -4.07099 0.3 1.9 1.2
H -3.66910 -0.83608 -2.81499 -1.0 0.4 -0.3
H -3.20710 -1.16808 -4.40499 -0.5 2.6 -7.2
H -1.80810 -1.27408 -2.31599 0.7 3.3 10.8
H -5.73110 -3.64308 -3.82199 2.6 3.3 0.9
C 1.18690 -2.73608 1.91201 -1.7 2.7 1.9
C 0.79690 -3.40408 0.57601 1.9 -0.8 -0.2
O 1.62990 -2.87008 -0.46699 0.1 0.8 0.5
O 0.37790 -3.17708 3.01501 0.6 -1.8 -0.3
H 0.97090 -1.60608 2.01901 0.8 -1.3 -1.4
H 2.25590 -2.84908 2.20801 -0.7 -0.3 -0.7
H -0.19510 -3.16708 0.10401 0.1 -1.1 1.7
H 1.19290 -4.48508 0.70901 -1.7 1.4 -0.5
H 1.39290 -1.93508 -0.34399 1.0 -0.1 -0.6
H -0.25410 -2.53808 3.36001 0.1 0.3 -0.1
C 0.34090 2.92292 4.71101 -2.8 2.9 -4.0
C 1.46690 3.94392 4.38101 -4.8 1.9 -0.5
O 1.48190 4.92592 5.38501 0.0 0.0 0.7
O 0.17490 1.89792 3.73801 -0.3 1.2 -1.0
H -0.72910 3.44692 4.72001 2.3 -0.2 0.2
H 0.36590 2.56492 5.64201 0.9 -1.9 3.6
H 1.19690 4.52292 3.46301 0.3 -0.8 0.3
H 2.37690 3.54692 4.29101 3.6 -2.0 -0.6
H 1.44990 4.37092 6.16601 0.1 0.6 0.8
H -0.23910 2.45892 3.02401 0.7 -1.6 0.6
C -2.91510 -2.23808 2.28601 0.6 0.5 1.6
C -2.38510 -1.26508 3.34301 0.0 1.4 3.9
O -1.57510 -1.88608 4.37201 4.0 4.9 -6.3
O -3.65410 -1.40108 1.50801 -0.2 4.5 1.0
H -3.54010 -3.02608 2.79101 0.8 0.5 -0.5
H -2.27810 -2.57408 1.48701 1.7 -1.4 1.1
H -3.17410 -0.65508 3.97001 0.3 -1.7 -1.7
H -1.78310 -0.34608 3.11501 -0.1 -1.3 -1.1
H -1.88510 -2.39808 4.98401 -3.8 -4.6 5.1
H -4.21710 -1.93708 1.09001 -3.7 -2.7 -3.1
C 0.99890 -1.80608 -5.01099 1.2 0.8 -1.3
C 0.48590 -0.33908 -5.18999 1.3 -0.1 -0.4
O -0.15910 0.23492 -4.13299 -1.7 -0.3 3.4
O 1.40190 -2.50308 -6.26499 -5.3 -3.4 4.9
H 0.43090 -2.32608 -4.26299 -1.9 -1.1 -1.1
H 1.84790 -1.93408 -4.38599 1.8 1.3 0.4
H -0.20410 -0.12908 -5.95299 -0.7 -1.2 -2.2
H 1.26390 0.39192 -5.39399 0.8 -0.4 -0.2
H -0.92810 -0.34308 -3.81199 1.4 0.8 -0.7
H 1.91490 -2.01008 -6.77499 3.5 3.8 -3.0
C 4.55790 0.05192 -1.49099 1.6 -1.6 -3.5
C 6.03190 -0.17708 -1.19499 -0.7 -0.1 2.3
O 6.16990 -0.15108 0.25801 -13.3 5.1 -3.1
O 4.56490 0.14692 -3.01499 1.1 -1.9 0.2
H 4.00890 0.94492 -1.11599 0.7 -0.9 -0.1
H 4.17090 -0.93508 -1.25999 -1.2 0.4 0.5
H 6.64990 0.58792 -1.48499 1.2 2.2 -1.4
H 6.50390 -1.09608 -1.62499 -1.1 0.2 0.3
H 6.89590 -0.46608 0.37601 13.5 -5.8 3.1
H 5.14690 -0.63208 -3.42699 -2.0 2.5 1.7
C 3.48690 1.29892 2.25801 -4.4 -1.3 -1.3
C 3.17990 2.57892 1.55401 0.0 3.2 -2.3
O 1.89390 2.60892 0.96301 -2.3 -1.6 -0.6
O 4.77790 1.02792 2.39401 1.8 0.9 4.6
H 3.10090 0.39392 1.69001 -0.5 1.4 -0.1
H 2.76990 1.31392 3.06601 0.8 -0.4 1.6
H 3.82690 2.61392 0.68201 0.8 0.3 -0.1
H 3.15390 3.63292 1.96301 1.4 -1.5 1.0
H 1.44090 3.45392 0.86601 0.8 0.0 0.3
H 5.12590 0.92992 1.55801 1.6 -0.7 -2.9
C -4.70210 1.82992 -0.15299 1.5 -0.4 1.2
C -4.33510 3.25792 -0.49999 -6.3 0.4 3.0
O -5.16310 3.47392 -1.62699 0.2 -6.9 1.6
O -4.09010 1.33992 1.04601 1.5 6.2 0.0
H -4.30610 1.17992 -0.96499 -1.1 0.4 0.0
H -5.73010 1.78992 0.12401 -1.2 -0.1 -1.1
H -3.40210 3.43892 -0.61699 6.6 0.4 -1.8
H -4.47810 4.08492 0.35301 -0.8 -1.9 -1.2
H -5.13010 4.31092 -1.79799 0.1 7.8 -2.0
H -4.19810 0.46592 1.06001 -0.5 -5.7 0.3
C -0.84510 -0.03908 0.06401 0.5 -3.7 -2.5
C 0.42290 0.04992 -0.86699 -2.7 -1.1 1.3
O 1.47390 0.05492 0.08401 0.2 -7.6 -3.6
O -2.03810 0.10592 -0.61099 1.5 -6.0 -4.7
H -0.86110 0.73692 0.68701 1.0 2.9 3.2
H -1.00710 -0.98108 0.59501 1.1 -0.1 0.3
H 0.26490 0.99992 -1.30199 0.5 1.1 -1.0
H 0.37290 -0.71308 -1.71099 0.9 0.7 1.4
H 1.49090 0.87892 0.33301 0.7 7.4 2.6
H -2.37710 0.82792 -0.29899 -3.7 6.4 2.5
```
Forces are in eV/Å.

Output
Charge: 0
Structure (SMILES): OCCO.OCCO.OCCO.OCCO.OCCO.OCCO.OCCO.OCCO.OCCO
LUMO energy in eV: -0.01
Energy relative to the best compared isomer or geometry (same formula, charge and spin) in kJ/mol: 1347.05